No. 1
Molecular formula: C36H29Cl3GaIN7PSSi
Method: DFT, ωB97M-V/def2-TZVPD

The geometry in XYZ format:
```
80
Properties=species:S:1:pos:R:3:lowdin_charge:R:1
I 3.50 0.78 0.63 1.242
Ga 1.12 -0.36 -0.03 0.140
Cl -0.59 1.77 -1.37 0.194
Cl -2.19 2.51 1.22 0.585
Cl -1.42 -0.68 0.29 0.674
S 1.12 -3.59 0.31 1.012
P -0.19 1.07 2.91 0.910
Si -0.72 1.33 0.38 -0.439
N -1.18 5.09 -1.19 0.210
N 0.73 6.28 -0.62 0.187
N 1.12 -0.07 -2.17 0.070
N 0.30 -3.54 -2.47 0.155
N 1.28 -2.23 -0.78 -0.286
N 0.88 4.03 -0.79 0.143
N 0.65 1.10 1.44 -0.329
C 0.61 3.70 2.83 -0.087
C -0.52 3.03 4.86 -0.080
C -0.21 4.25 5.43 -0.046
C 0.30 2.88 -1.12 -0.262
C 1.48 -4.88 -0.83 -0.448
C 1.04 0.01 3.80 -0.193
C -2.78 -1.89 3.84 -0.043
C -2.85 0.90 3.75 -0.122
C 2.20 -6.01 -0.48 -0.077
C -2.40 0.16 -2.58 -0.018
C 0.12 5.12 -0.88 -0.474
C 2.47 -1.94 4.10 -0.140
C 0.37 0.86 -1.77 -0.500
C 3.78 -3.06 2.40 -0.070
C 3.32 -3.00 3.67 0.003
C -3.94 0.18 4.23 -0.043
C 1.18 -1.10 5.98 -0.026
C 2.07 -0.86 3.24 -0.109
C -1.68 1.03 -1.89 -0.328
C -1.35 -0.94 -2.89 0.046
C 0.13 -1.12 -2.59 -0.150
C 2.78 -0.90 1.95 -0.491
C 0.97 -4.74 -2.11 -0.236
C 3.55 -1.97 1.55 -0.238
C -1.69 -1.19 3.36 -0.127
C 1.87 -6.88 -2.69 -0.049
C -3.91 -1.20 4.27 -0.036
C 2.03 -2.02 5.44 -0.002
C 0.51 5.20 4.71 -0.045
C 0.88 4.94 3.40 -0.052
C 2.38 -7.02 -1.41 -0.057
C -1.74 0.21 3.28 -0.385
C 0.66 -0.13 5.12 -0.076
C -0.09 2.74 3.56 -0.320
C 0.58 -2.35 -1.95 -0.339
C 1.17 -5.74 -3.05 0.000
H -0.13 -3.54 -3.39 0.163
H -1.61 4.18 -1.16 0.071
H 4.04 -1.96 0.59 0.088
H 0.87 -1.16 7.01 0.125
H 2.92 -7.92 -1.13 0.117
H 0.77 6.14 5.17 0.118
H 2.58 -6.11 0.53 0.110
H 1.42 5.69 2.83 0.110
H -1.80 -1.85 -3.27 0.097
H -0.80 -1.72 3.04 0.105
H 4.38 -3.89 2.05 0.126
H -2.74 -2.96 3.89 0.119
H -2.88 1.98 3.75 0.082
H -1.75 5.92 -1.21 0.132
H 3.57 -3.77 4.39 0.131
H 1.72 6.29 -0.48 0.123
H -0.68 2.33 -2.44 0.114
H -1.10 2.32 5.42 0.101
H -3.45 0.10 -2.79 0.115
H 2.01 -7.67 -3.42 0.119
H 2.38 -2.86 6.04 0.128
H 0.95 3.49 1.82 0.077
H -4.76 -1.75 4.65 0.120
H -0.13 0.50 5.49 0.098
H -4.82 0.71 4.58 0.119
H 0.78 -5.63 -4.06 0.124
H -0.52 4.46 6.44 0.119
H 0.24 7.16 -0.69 0.120
H -1.36 2.61 -1.27 -0.020
```

Computed properties:
- HOMO-LUMO gap: 5.52 eV
- Energy above the lowest of the compared OMol25 structures with the same formula, charge and spin: 3617.3 kJ/mol
- Charge: +2

No. 2
Molecular formula: C36H29F11N8RuS
Method: DFT, ωB97M-V/def2-TZVPD

The geometry in XYZ format:
```
86
Properties=species:S:1:pos:R:3:mulliken_spin:R:1
Ru -0.44 0.93 0.72 2.629
S -0.61 2.49 -1.04 0.280
F -2.23 -0.04 0.09 0.121
F -4.84 2.93 3.15 0.000
F -2.90 2.44 1.41 0.006
F -4.71 -2.44 2.00 0.000
F 0.31 3.25 4.78 0.001
F -0.94 -5.22 1.92 0.001
F -3.62 -4.90 1.68 0.000
F -4.25 3.61 5.72 0.001
F -1.64 3.78 6.46 0.000
F 0.65 -3.11 2.34 -0.002
F -3.14 -0.34 2.53 0.000
N 2.55 1.28 -1.56 -0.001
N -2.04 1.10 -4.31 0.267
N -0.65 0.06 -2.20 0.211
N -0.04 -0.31 -1.09 0.464
N -0.36 -0.43 2.28 0.154
N -0.22 2.50 2.02 0.132
N -1.45 1.90 -3.45 0.516
N 2.27 0.91 1.99 0.029
C -4.86 -1.97 -3.86 0.065
C -3.38 -2.58 2.01 -0.001
C 5.79 2.15 -3.11 0.000
C 6.03 1.03 -3.89 0.000
C 1.11 3.09 2.14 -0.043
C 1.41 -2.10 -0.40 0.064
C -3.27 3.34 4.85 0.017
C -3.57 2.98 3.55 -0.005
C -3.36 -0.67 -5.22 0.062
C -0.20 -3.96 -1.69 -0.044
C 0.97 -4.37 -1.06 0.081
C -1.96 3.43 5.21 -0.004
C -4.30 -1.69 -5.10 -0.034
C -1.16 -1.59 2.22 0.012
C 5.09 0.01 -3.91 0.000
C -4.49 -1.22 -2.76 -0.034
C -2.83 -3.84 1.87 0.005
C -1.18 2.77 2.98 -0.028
C -2.97 0.06 -4.10 -0.039
C -0.66 -2.89 2.20 -0.001
C -2.56 -1.49 2.21 -0.030
C 4.62 2.26 -2.36 -0.001
C 0.67 -0.42 3.32 0.029
C 2.09 -0.28 2.80 -0.014
C 3.93 0.10 -3.16 -0.001
C -2.56 2.71 2.66 0.004
C -1.47 -4.00 2.00 -0.003
C 0.25 -1.68 -1.05 -0.052
C 2.12 2.14 2.77 0.029
C 1.77 -3.43 -0.42 -0.053
C -3.55 -0.20 -2.86 0.091
C -0.56 -2.62 -1.70 0.089
C 3.67 1.23 -2.37 0.001
C -0.94 1.35 -2.29 0.000
C 3.56 0.89 1.32 0.011
C -0.95 3.16 4.30 0.009
H 1.77 1.91 3.77 -0.009
H -0.84 -4.69 -2.17 -0.001
H 2.01 -1.34 0.09 0.015
H 5.26 -0.87 -4.52 0.000
H 3.20 -0.71 -3.18 0.004
H 0.45 0.40 4.00 -0.002
H 2.33 -1.15 2.19 -0.007
H -4.92 -1.42 -1.78 -0.001
H 3.70 1.80 0.74 -0.001
H 0.62 -1.33 3.91 0.004
H 1.46 3.33 1.13 -0.007
H 1.07 4.02 2.71 0.003
H 1.82 0.60 -1.73 0.013
H -1.95 1.44 -5.26 -0.014
H 2.19 2.18 -1.30 0.002
H 6.51 2.96 -3.08 0.000
H -3.29 0.36 -1.98 -0.017
H 6.94 0.96 -4.48 0.000
H -2.92 -0.45 -6.19 -0.002
H -4.59 -2.26 -5.98 -0.002
H -1.47 -2.28 -2.17 0.014
H 2.69 -3.75 0.08 -0.001
H 4.39 0.80 2.04 0.004
H 3.09 2.65 2.89 0.006
H 3.62 0.05 0.62 0.000
H 2.78 -0.28 3.67 0.000
H 1.26 -5.42 -1.07 0.005
H 4.44 3.14 -1.75 0.000
H -5.59 -2.77 -3.77 0.004
```

Computed properties:
- HOMO-LUMO gap (alpha / beta): 6.98 / 5.29 eV
- Charge: -1
- ⟨S²⟩: 8.80
- Spin multiplicity: 6

No. 3
Molecular formula: C36H29N7O3RuS2
Method: DFT, ωB97M-V/def2-TZVPD

The geometry in XYZ format:
```
78
Properties=species:S:1:pos:R:3:mulliken_spin:R:1
Ru 0.74 -0.47 -0.43 0.151
S -0.60 0.07 1.57 0.425
S 1.13 -2.73 0.97 0.230
O -3.12 5.22 -1.49 0.000
O 5.07 0.33 -0.19 0.000
O 0.18 -3.46 -3.69 0.000
N -2.24 -1.74 7.12 -0.001
N -1.90 2.72 -1.55 0.001
N 2.41 -1.50 -1.71 -0.014
N 0.01 1.18 -1.68 -0.005
N -0.24 -1.80 -2.26 0.019
N 0.10 -4.94 6.55 0.023
N 2.93 0.06 0.37 0.014
C -2.49 4.73 -0.33 0.000
C 2.99 -2.67 -3.70 0.003
C -4.88 -2.87 -1.08 0.000
C 1.89 3.97 2.98 -0.002
C -2.48 3.27 -2.76 0.000
C 4.92 1.14 0.98 -0.002
C -2.59 -2.44 -1.66 -0.012
C 0.50 -3.33 3.49 -0.023
C 3.67 -1.07 -1.60 0.005
C -2.46 4.80 -2.65 0.000
C 4.65 -1.41 -2.52 0.003
C -1.63 -1.87 6.16 0.006
C -1.04 -1.06 3.95 0.031
C 2.56 2.77 2.83 0.003
C 2.06 -2.26 -2.75 0.009
C 2.08 2.79 0.48 -0.002
C -2.25 -2.49 -0.31 0.011
C 0.63 -2.52 -2.86 -0.021
C -1.55 -2.20 -2.73 0.004
C -0.13 -3.17 4.71 0.037
C 3.45 0.90 1.43 -0.001
C -0.93 -2.03 4.94 -0.005
C -0.91 1.90 -1.58 0.002
C -1.24 -3.47 -3.56 0.001
C 1.41 3.99 0.63 0.000
C -2.49 3.20 -0.31 0.002
C -0.40 -1.21 2.72 0.049
C 1.32 4.59 1.88 0.000
C -4.54 -2.92 0.26 0.000
C 2.66 2.18 1.58 0.009
C -3.91 -2.63 -2.04 0.002
C 0.37 -2.38 2.48 0.075
C 0.00 -4.15 5.73 -0.002
C 3.89 -0.21 -0.45 -0.022
C 4.31 -2.25 -3.58 -0.002
C -3.23 -2.72 0.64 -0.003
H -3.52 2.84 -0.26 0.000
H -1.42 5.16 -2.66 0.000
H -1.22 -2.36 -0.02 0.005
H -1.45 5.10 -0.27 0.000
H 1.82 4.43 3.96 0.000
H -5.90 -3.03 -1.39 0.000
H -3.00 5.24 -3.49 0.000
H 5.65 0.81 1.72 0.000
H 0.97 4.47 -0.23 0.000
H 1.12 -4.19 3.31 -0.002
H -1.64 -0.18 4.12 -0.002
H -1.53 -4.39 -3.04 0.000
H 2.68 -3.31 -4.51 0.000
H 3.40 0.34 2.36 0.000
H -3.51 2.91 -2.85 0.000
H -1.91 -1.39 -3.38 0.000
H -2.96 -2.76 1.69 0.001
H 2.16 2.34 -0.50 -0.001
H -1.91 2.94 -3.63 0.000
H 5.12 2.18 0.71 0.001
H 3.01 2.29 3.69 0.000
H 5.05 -2.56 -4.30 0.000
H -5.31 -3.10 1.00 0.000
H -1.93 2.82 0.54 0.003
H 5.66 -1.05 -2.40 0.000
H -3.05 5.11 0.52 0.000
H 0.81 5.53 2.00 0.000
H -1.68 -3.47 -4.56 0.000
H -4.18 -2.59 -3.08 0.000
```

Computed properties:
- HOMO-LUMO gap (alpha / beta): 6.81 / 5.43 eV
- Energy above the lowest of the compared OMol25 structures with the same formula, charge and spin: 215.1 kJ/mol
- Charge: +1
- ⟨S²⟩: 0.77
- Spin multiplicity: 2

Among the records above, which one has the highest charge?
C36H29Cl3GaIN7PSSi

charge of number 1 (C36H29Cl3GaIN7PSSi)?
+2